No. 1
DFT (the ωB97M-V functional and the def2-TZVPD basis) results for a 6-piece molecular cluster, C22H30F18N7O13S6 overall in a non-equilibrium geometry.

XYZ file:
```
96
Properties=species:S:1:pos:R:3:forces:R:3
S -1.34668 1.16619 -2.22923 0.158 0.314 1.288
S 5.33146 -1.20035 1.54609 0.071 -3.057 1.371
S 0.62224 0.23335 -3.55717 2.961 -1.111 -2.804
S 1.13025 -4.14365 1.90034 0.740 -0.970 0.370
S -0.41319 -2.29656 2.76748 -2.666 2.039 0.629
S 5.05606 1.21056 0.79740 2.680 1.385 0.367
F 4.77255 3.50485 2.08961 0.226 0.519 -0.092
F 7.65054 -2.08379 0.56340 0.236 -0.144 -0.097
F -0.77545 0.37249 2.31827 0.157 -0.070 -0.363
F 2.15760 -3.58554 -0.53236 -0.186 0.009 0.171
F 3.13565 0.38360 -4.43443 0.085 -0.231 0.067
F 2.88131 -0.96690 -2.71682 0.052 -0.420 -0.563
F 6.19901 -3.63703 0.89732 0.080 -0.260 0.430
F 3.08658 -5.26795 0.40926 -0.172 -0.222 0.432
F 6.87108 2.98517 1.77333 0.066 0.113 0.182
F -1.66017 -0.14969 0.06072 -0.029 -0.167 0.378
F -3.42276 0.86015 -0.66902 -0.185 0.167 0.322
F -1.85309 2.02415 0.26729 0.046 -0.172 0.303
F 2.86689 1.12816 -2.40077 0.027 0.353 -0.425
F 1.19111 -0.16083 3.07935 -0.304 -0.130 -0.221
F 7.28709 -2.73213 2.58558 -0.169 -0.357 -0.036
F 5.63676 1.90426 3.23268 0.503 0.344 0.369
F 1.06161 -5.44318 -0.35629 0.157 -0.301 -0.195
F -0.54622 -0.17285 4.36018 -0.035 -0.352 0.112
O 3.66896 1.03353 1.15453 -0.103 -0.087 0.420
O -0.20095 -2.92909 4.02946 0.447 0.037 -0.375
O -1.33933 2.59428 -2.36753 0.310 -0.343 -0.066
O 0.32649 -1.06481 -4.11592 -0.226 0.023 0.849
O -0.02349 -4.99722 2.08716 0.330 0.447 -0.730
O -1.80809 -2.31385 2.26849 1.839 1.426 2.773
O 2.25642 4.20136 0.25069 0.601 0.121 -0.240
O -2.19966 0.37749 -3.08060 0.201 -0.014 0.273
O 4.87795 -1.29392 2.91313 0.058 0.017 -0.556
O 0.44238 1.33617 -4.46727 -0.273 0.176 0.859
O 5.28070 1.73666 -0.52691 0.145 -0.131 0.304
O 4.35154 -1.53063 0.51764 0.409 -0.138 -0.004
O 2.20102 -4.27409 2.84115 -0.407 0.761 -0.538
N 6.18772 0.06842 1.23744 -2.272 2.031 -1.277
N 3.21329 6.34045 -1.33804 0.299 0.292 0.930
N 0.18884 0.45876 -2.05430 -3.096 1.444 -0.271
N 0.55599 -2.57268 1.55111 0.961 -2.335 1.075
N 1.69065 -0.59358 0.03038 -0.121 -0.239 -0.738
N -8.49555 -0.41871 0.96263 0.039 -1.402 0.030
N -2.19534 -2.85800 -1.00933 -1.477 0.873 0.626
C 6.72348 -2.52920 1.40751 -0.814 1.440 -0.511
C -9.82076 -0.06428 1.49819 -0.185 0.083 0.180
C -4.74646 -1.98282 -0.25261 1.217 0.553 -0.522
C -7.40515 -0.30253 1.73797 0.258 1.065 0.306
C 1.86365 4.24574 -1.09684 -0.972 0.529 -0.038
C -3.06130 -2.36178 -1.92888 1.020 0.495 0.297
C -4.26917 -1.84613 -1.55414 -0.844 -0.684 -1.107
C 1.29574 3.58318 1.06868 -0.959 0.012 0.566
C 2.89402 4.96788 -1.93254 0.293 0.103 -0.543
C -8.41154 -1.13339 -0.18112 0.589 0.656 -0.496
C 4.21626 4.23851 -2.05665 0.171 0.012 1.649
C -2.55594 -2.88303 0.30177 -0.150 -1.908 -3.032
C -0.88654 -3.30438 -1.47419 0.049 -0.049 -0.342
C -6.16527 -0.72133 1.33399 -0.146 -0.127 -0.108
C -6.05280 -1.41058 0.13540 0.397 -0.449 -0.080
C -0.11282 -0.44770 3.13599 0.383 -0.237 0.475
C 1.94271 -4.65801 0.26080 -0.436 0.970 -0.393
C 5.67644 2.51511 2.06270 -1.521 -1.507 -0.977
C -2.10314 0.97423 -0.48380 0.672 -0.205 -1.807
C -7.18584 -1.57371 -0.65423 -0.764 -0.143 0.344
C -3.83956 -2.50333 0.64511 -0.686 0.141 1.223
C 2.51629 0.17746 -3.29569 -1.119 0.392 1.123
H -4.10858 -2.60938 1.68891 0.118 -0.056 -0.009
H -1.88666 -3.39190 0.96457 -0.188 -0.357 -0.524
H -10.50374 0.21745 0.70147 0.216 0.100 -0.120
H 2.50955 5.24141 -2.91586 -0.360 -0.295 0.035
H -5.28507 -0.49620 1.91911 -0.100 -0.129 0.208
H 4.45634 3.89798 -1.04340 0.237 0.079 -0.015
H 4.19946 3.29233 -2.58993 -0.195 0.346 -0.536
H -2.64674 -2.28164 -2.92575 -0.278 0.031 -0.072
H 1.05432 2.57908 0.71290 0.250 -0.132 0.150
H 5.01371 4.92419 -2.34459 0.074 -0.295 -0.505
H 1.60313 3.59417 2.11222 0.661 -0.358 -0.217
H 0.89772 4.76893 -1.13343 -0.053 0.095 -0.264
H -4.89008 -1.45537 -2.34971 0.051 0.246 0.064
H -0.48671 -2.57430 -2.17856 -0.062 0.020 -0.068
H 3.88176 6.81423 -1.94481 -0.143 0.129 -0.088
H 1.13585 -1.33463 0.51991 0.376 0.468 -0.091
H -1.04063 -4.25587 -1.97766 0.311 -0.106 0.071
H -10.24149 -0.92959 2.00780 0.088 0.029 0.097
H 2.08475 0.08158 0.68322 0.197 0.124 0.214
H 0.34087 4.12680 1.12713 0.050 0.236 -0.608
H 2.41878 6.95358 -1.14715 -0.287 -0.174 -0.542
H -9.32761 -1.26708 -0.73760 -0.028 -0.008 0.028
H -7.51205 0.22414 2.67662 -0.237 0.007 -0.035
H 2.50726 -1.05916 -0.37708 0.183 0.011 0.197
H -7.15854 -2.10466 -1.59472 0.046 -0.049 0.020
H 1.67692 3.27652 -1.57225 0.220 -0.220 0.250
H 3.66130 6.29624 -0.41563 0.118 -0.666 -0.048
H -9.69600 0.76123 2.19269 -0.097 -0.008 -0.016
H 1.15285 -0.12834 -0.73993 0.208 -0.265 0.699
H -0.22271 -3.37465 -0.63204 0.005 -0.181 0.183
```
Forces are in eV/Å.

## Properties
molar mass = 1134.88 g/mol
gap between HOMO and LUMO = 5.387 eV
maximum force = 0.082 Eh/bohr
highest occupied orbital energy = -10.51 eV
charge = +1
energy = -174262.04735 eV

***

No. 2
DFT (the ωB97M-V functional and the def2-TZVPD basis) results for a 4-piece molecular cluster, C22H30FNO7 overall.

XYZ file:
```
61
Properties=species:S:1:pos:R:3:forces:R:3
F 2.63169 3.53078 1.11728 -0.087 -0.253 0.036
O -4.09071 -0.04482 4.39698 0.001 -0.146 0.009
O -0.15373 -1.30105 -6.12717 0.021 0.111 0.050
O -2.20384 2.41414 0.38365 0.010 -0.004 -0.150
O 1.70653 2.44999 3.86871 0.021 0.113 -0.060
O 2.41234 1.33375 1.16319 -0.003 0.139 -0.061
O 0.41952 0.42379 -1.74718 -0.014 0.002 -0.026
O 1.49081 -3.43040 -3.94031 0.088 0.069 -0.038
N 1.68783 4.70922 4.81053 0.071 0.432 0.185
C 0.67978 1.08980 6.13264 0.030 -0.204 -0.203
C -1.37258 0.67626 4.72299 -0.145 0.057 -0.146
C 0.41118 1.86852 3.74333 -0.002 0.111 0.028
C -1.50539 1.43497 2.42673 0.020 -0.185 0.126
C -2.33353 1.51977 1.19002 0.001 -0.065 -0.046
C -4.96450 -1.22595 1.92290 -0.148 -0.002 0.116
C -0.22826 1.98952 2.51825 0.017 0.026 -0.045
C 1.69626 3.65086 4.36809 -0.114 -0.580 -0.233
C 1.89944 2.39861 1.22871 0.027 0.094 0.010
C 1.28228 -0.62365 -2.19337 0.068 0.071 0.127
C -0.10605 1.22367 4.85648 0.027 0.042 0.040
C 1.66325 -0.08781 6.05041 -0.076 0.111 -0.062
C 0.42622 2.68783 1.34961 0.060 -0.019 0.053
C -2.05932 0.77529 3.52332 0.089 0.096 0.052
C -1.09665 -0.29897 -5.75346 0.042 0.000 0.016
C -3.41712 0.16318 3.41466 0.060 -0.027 -0.005
C -0.43115 0.96871 -5.25171 0.104 -0.062 -0.048
C 1.58534 -1.59985 -1.07835 -0.003 0.017 0.132
C -3.34578 0.45814 1.00546 -0.267 -0.244 0.243
C 2.55503 -3.38591 -6.14361 -0.068 -0.012 -0.025
C -3.88628 -0.19619 2.04041 0.127 0.130 -0.110
C 2.60934 -2.95594 -4.69115 -0.018 -0.035 -0.037
H 2.24061 -2.40157 -1.41721 -0.010 0.001 -0.044
H 2.56595 -1.86791 -4.61836 0.039 0.014 0.013
H -1.67673 -0.09558 -6.65286 -0.027 -0.017 -0.010
H 0.76574 -1.12234 -3.01169 -0.048 -0.005 0.015
H 0.23899 1.37055 -6.01294 -0.024 0.009 -0.015
H -3.69355 0.27480 -0.00313 0.024 0.174 -0.089
H 1.13481 -1.03318 6.16191 0.018 -0.060 -0.040
H 0.35568 -1.53115 -5.34212 -0.063 -0.123 0.024
H -1.17454 1.72730 -5.00354 -0.016 -0.004 0.010
H -0.02141 2.31512 0.42849 -0.036 0.106 -0.001
H 1.22860 2.00655 6.33812 -0.073 0.086 0.081
H 2.06979 -1.07725 -0.24946 0.038 -0.036 -0.006
H 1.62598 -3.05152 -6.60440 0.010 0.028 -0.022
H 2.20949 -0.18883 -2.58493 -0.004 -0.062 -0.059
H 2.42174 -0.01738 6.82698 -0.019 -0.033 0.079
H 2.60477 -4.47345 -6.23643 0.053 0.000 0.037
H 0.15352 0.76991 -4.35148 -0.052 0.045 0.019
H -4.56129 -2.15382 1.51646 0.023 -0.003 -0.044
H -5.38782 -1.44210 2.90091 0.016 0.018 0.024
H -1.78167 -0.69384 -4.99532 -0.026 0.010 -0.010
H 0.66043 -2.03963 -0.70311 -0.001 -0.036 -0.034
H 0.87823 0.86275 -1.02365 0.019 -0.018 0.014
H -5.77113 -0.88796 1.27530 0.034 0.001 -0.099
H 2.16923 -0.09225 5.08551 0.072 -0.017 -0.002
H 3.54500 -3.27800 -4.22229 0.003 0.015 0.008
H 0.22947 3.75767 1.37170 0.093 0.050 0.032
H 3.39051 -2.95861 -6.69958 0.017 -0.017 -0.002
H -0.03506 0.92103 6.93571 0.078 0.120 0.159
H 1.50176 -4.39187 -3.97178 -0.083 -0.009 -0.010
H -1.84909 0.17626 5.55521 0.007 -0.021 0.046
```
Forces are in eV/Å.

## Properties
molar mass = 439.48 g/mol
SMILES string = CCc1cc2c(c(CC(=O)F)c1OC#N)C(=O)C=C(C)C2=O.CCO.CCO.CCO
gap between HOMO and LUMO = 8.694 eV
maximum force = 0.012 Eh/bohr
highest occupied orbital energy = -10.12 eV
energy = -41839.14834 eV

***

No. 3
DFT (the ωB97M-V functional and the def2-TZVPD basis) results for C22H30GaN8PSe as an isolated structure in a non-equilibrium geometry.

XYZ file:
```
63
Properties=species:S:1:pos:R:3:forces:R:3
Se -1.10449 -1.36836 1.95201 0.462 0.111 -0.147
Ga -0.45448 0.52171 0.76742 -1.131 0.090 -0.119
P -0.79721 0.01193 -1.58255 0.476 -0.141 0.371
N -3.24108 3.82195 1.07409 0.074 -0.108 0.087
N -3.02641 3.61852 -0.20469 0.131 -0.128 0.142
N 0.61378 2.45294 5.57954 -0.061 0.018 -0.101
N -2.25135 2.62756 -0.49247 0.096 0.119 0.074
N 0.45710 1.79036 2.04111 0.711 0.000 -0.135
N -1.91060 2.11603 0.68661 -0.200 -0.143 -0.047
N 1.71512 3.44895 3.83257 0.047 0.056 -0.060
N -3.47970 4.49371 -1.14835 -0.126 0.109 -0.200
C -1.79476 -4.23680 1.23845 -0.106 -0.036 0.028
C 0.20135 1.67476 3.33961 0.037 -0.100 -0.074
C -0.34960 -3.91298 0.98778 0.208 0.092 -0.019
C 1.55679 -2.39009 0.93254 -0.167 -0.041 -0.015
C -2.58043 -0.16450 -1.78021 0.020 -0.039 -0.105
C -0.15849 -1.64605 -1.91525 0.144 0.178 -0.190
C 2.73301 -5.84306 -0.16569 -0.057 0.046 0.016
C 0.84125 2.53251 4.26057 0.042 0.019 0.094
C 2.28050 -1.07941 1.08332 -0.256 0.233 0.082
C 2.34346 -3.44964 0.49376 0.025 0.124 -0.074
C -0.30327 2.54798 -4.72384 -0.059 -0.026 0.007
C -0.89797 1.71989 -3.78108 0.055 -0.023 -0.017
C 0.19335 -2.63250 1.18384 -0.036 -0.132 0.190
C -0.11218 1.13138 -2.79401 0.024 0.067 -0.033
C 1.83860 -4.72405 0.29474 0.048 -0.209 -0.091
C 1.06121 2.78892 -4.67753 0.049 -0.003 0.012
C 1.34018 2.70745 1.60883 -0.173 0.052 -0.033
C 1.95760 3.52928 2.53563 0.000 0.015 0.116
C -2.52414 2.85466 1.62177 0.010 0.025 -0.009
C 1.84750 2.20024 -3.69290 -0.016 -0.008 0.012
C 1.26289 1.37195 -2.74965 -0.031 0.075 -0.044
C 0.49009 -4.92770 0.53578 -0.085 -0.026 0.055
H -2.12908 -3.91339 2.22621 0.028 -0.037 -0.032
H -2.76464 -0.64621 -2.74224 -0.010 -0.012 0.007
H 3.51153 -6.04251 0.57157 -0.006 0.006 0.010
H -1.96112 1.52027 -3.83311 0.009 0.022 -0.009
H -1.95317 -5.31102 1.17355 -0.017 0.009 -0.020
H -2.44529 2.70228 2.68408 -0.032 -0.022 0.001
H -0.90413 2.99532 -5.50423 -0.008 0.004 0.017
H 2.91340 2.38254 -3.66570 -0.010 0.003 -0.010
H -2.44597 -3.75601 0.50310 0.001 0.015 0.032
H -3.63593 4.01019 -2.02482 0.021 -0.015 -0.007
H -3.08648 0.79314 -1.74607 -0.044 -0.041 0.016
H -2.94439 -0.81836 -0.98732 -0.042 0.014 0.027
H 1.64957 -0.20207 0.88565 0.018 0.008 -0.022
H 1.09471 3.09227 6.19129 0.015 -0.012 0.002
H 3.39543 -3.26639 0.29632 -0.037 0.006 0.020
H 0.06973 -5.91511 0.38460 0.001 0.005 0.007
H 1.52618 2.78577 0.54722 0.009 -0.029 -0.019
H 3.22967 -5.59017 -1.10316 -0.007 0.015 0.006
H 3.09887 -1.00103 0.36850 0.046 -0.093 0.066
H 2.16836 -6.76022 -0.31692 0.003 -0.016 -0.003
H 2.68531 -0.93058 2.08653 -0.045 -0.027 0.028
H -0.53871 -2.35305 -1.18416 -0.051 -0.061 0.057
H 0.93087 -1.64732 -1.87377 -0.024 -0.034 0.013
H -0.46400 0.88046 3.65587 0.003 -0.017 -0.023
H -4.32359 4.93638 -0.80131 -0.003 0.045 0.030
H 1.88224 0.90535 -1.98894 -0.003 -0.006 0.004
H -0.47669 -1.93240 -2.91980 0.012 0.025 0.005
H 2.67754 4.27274 2.21586 -0.008 -0.001 -0.006
H -0.02545 1.78806 5.97626 0.021 -0.012 0.019
H 1.51762 3.43354 -5.41681 0.004 -0.010 0.008
```
Forces are in eV/Å.

## Properties
molar mass = 586.20 g/mol
gap between HOMO and LUMO = 7.211 eV
maximum force = 0.022 Eh/bohr
highest occupied orbital energy = -13.34 eV
charge = +2
energy = -162219.28726 eV